The following is a DFT calculation (wB97M-V/def2-TZVPD) of a 5-piece molecular cluster, C18H26N4OS overall at a distorted geometry.

Properties
relative energy (zero: lowest compared OMol25 entry of this formula, charge and spin)	478.19	kJ/mol
HOMO energy	-7.88	eV
total charge	0

Last column: Mulliken charge in e.
Cartesian coordinates (Å):
C -3.401 -1.132 1.618  -0.653
S -3.318 -1.751 3.311  0.493
O -4.696 -1.592 3.856  -0.624
C -2.290 -0.396 3.928  -0.833
H -2.435 -0.830 1.215  0.110
H -4.054 -0.254 1.599  0.468
H -3.913 -1.859 0.992  0.158
H -1.280 -0.509 3.541  0.250
H -2.331 -0.353 5.014  0.372
H -2.748 0.532 3.578  0.275
N 2.036 -1.808 0.861  -0.060
C 1.884 -0.462 1.128  -0.197
C 0.771 -0.044 0.437  -1.749
C 0.322 -1.137 -0.328  0.407
C 1.105 -2.221 -0.057  -0.676
H 2.728 -2.439 1.224  0.205
H 2.585 -0.034 1.825  0.565
H 0.246 0.898 0.442  0.484
H -0.648 -1.077 -0.800  0.531
H 1.137 -3.238 -0.412  0.471
N 2.480 0.889 -1.965  0.107
C 2.379 0.084 -3.057  -0.031
C 2.878 0.739 -4.158  -0.636
C 3.363 1.985 -3.699  -0.506
C 3.105 2.051 -2.356  -0.683
H 2.175 0.720 -1.013  0.247
H 1.919 -0.891 -3.055  0.323
H 2.873 0.216 -5.101  0.385
H 3.766 2.801 -4.277  0.387
H 3.251 2.855 -1.653  0.390
N 0.717 5.301 1.537  -0.004
C 1.841 6.067 1.708  -0.322
C 2.844 5.212 2.113  -0.881
C 2.343 3.894 1.974  0.017
C 0.980 3.981 1.823  -0.563
H -0.199 5.676 1.371  0.194
H 1.752 7.128 1.551  0.393
H 3.856 5.532 2.299  0.358
H 2.929 2.998 2.114  0.411
H 0.143 3.312 1.709  0.406
N -3.598 -4.226 -1.372  -0.016
C -3.524 -4.750 -2.630  -0.358
C -2.366 -4.283 -3.212  -0.918
C -1.646 -3.634 -2.195  0.151
C -2.440 -3.552 -1.075  -0.595
H -4.396 -4.232 -0.762  0.204
H -4.232 -5.474 -2.993  0.392
H -2.023 -4.530 -4.204  0.373
H -0.700 -3.115 -2.226  0.363
H -2.173 -3.049 -0.163  0.417

=====

The following is a DFT calculation (wB97M-V/def2-TZVPD) of one molecule with the formula C18H26N6O4.

Properties
relative energy (zero: lowest compared OMol25 entry of this formula, charge and spin)	32.08	kJ/mol
HOMO energy	-8.86	eV
total charge	0

Last column: Mulliken charge in e.
Cartesian coordinates (Å):
C -0.456 2.214 -3.953  -1.299
C -1.046 3.186 -2.986  0.655
N -0.842 4.485 -3.109  -0.972
N -1.484 5.030 -2.062  0.461
C -2.077 4.122 -1.261  -0.678
C -2.771 4.507 -0.001  -1.636
C -1.824 2.896 -1.835  1.538
C -2.232 1.525 -1.395  -1.130
C -1.100 0.546 -1.112  0.787
O -1.270 -0.655 -1.287  -0.737
N 0.090 1.031 -0.659  0.312
C 0.245 2.204 0.177  -0.522
C 1.197 3.185 -0.469  0.107
O 1.111 4.386 -0.304  -0.692
N 2.122 2.581 -1.258  -0.040
C 2.489 1.167 -1.163  -1.092
C 1.307 0.251 -0.780  -0.092
C 1.598 -0.543 0.512  0.003
O 2.624 -0.411 1.152  -0.707
N 0.581 -1.368 0.855  0.138
C 0.773 -2.400 1.842  -0.493
C -0.432 -2.566 2.752  -0.576
C -0.161 -3.718 3.705  -0.808
C 0.022 -5.005 2.926  -0.582
N 0.960 -4.870 1.818  0.061
C 1.339 -6.118 1.182  -1.104
C 1.194 -3.705 1.148  0.494
O 1.746 -3.670 0.064  -0.682
H -1.014 1.277 -3.964  0.327
H -0.457 2.628 -4.960  0.471
H 0.578 1.985 -3.682  0.128
H -1.388 6.015 -1.891  0.219
H -3.260 3.642 0.446  0.270
H -2.060 4.908 0.725  0.363
H -3.538 5.262 -0.179  0.463
H -2.848 1.576 -0.491  0.223
H -2.846 1.022 -2.142  0.406
H -0.699 2.700 0.360  0.466
H 0.655 1.901 1.149  0.407
H 2.804 3.207 -1.658  0.284
H 2.873 0.864 -2.136  0.304
H 3.279 1.019 -0.427  0.419
H 1.134 -0.488 -1.563  0.642
H -0.137 -1.500 0.149  0.443
H 1.637 -2.098 2.441  0.368
H -0.610 -1.633 3.289  0.334
H -1.326 -2.773 2.154  0.329
H 0.742 -3.505 4.285  0.352
H -0.979 -3.849 4.415  0.370
H 0.395 -5.796 3.580  0.376
H -0.948 -5.345 2.538  0.306
H 2.079 -5.915 0.414  0.335
H 1.758 -6.793 1.929  0.330
H 0.474 -6.603 0.720  0.352

=====

The following is a DFT calculation (wB97M-V/def2-TZVPD) of C18H27BBr21ClN2O6 as an isolated structure.

Properties
HOMO energy	-9.61	eV
total charge	0

Last column: Mulliken charge in e.
Cartesian coordinates (Å):
C 3.586 -4.082 -0.516  -0.746
O 3.238 -2.708 -0.329  -0.374
B 2.329 -2.151 -1.184  0.121
O 2.387 -2.385 -2.544  -0.593
C 1.211 -1.165 -0.553  0.951
Cl 1.659 0.532 -0.810  -0.056
C 0.967 -1.591 0.898  -0.667
N 0.218 -2.840 0.678  0.293
C -0.250 -2.945 -0.610  -0.719
O -0.543 -3.973 -1.192  -0.659
C -0.205 -1.473 -1.127  1.182
O -1.104 -0.641 -0.468  -0.494
C -2.481 -0.715 -0.852  -0.764
C -3.259 -1.887 -0.253  1.115
C -3.016 -2.002 1.269  -1.687
C -4.753 -1.751 -0.597  0.464
C -5.562 -2.886 0.053  -1.440
C -4.968 -1.773 -2.121  -1.429
O -0.193 -1.214 -2.508  -0.170
N -1.055 -2.069 -3.306  0.198
O -1.354 -1.509 -4.273  -0.318
H 2.762 -4.653 -0.955  0.351
H 3.822 -4.495 0.466  0.217
H 4.466 -4.176 -1.156  0.267
H 1.943 -3.180 -2.857  0.333
H 1.871 -1.825 1.458  0.264
H 0.433 -0.857 1.505  0.088
H 0.579 -3.690 1.088  0.411
H -2.571 -0.700 -1.939  0.274
H -2.921 0.220 -0.496  -0.025
H -2.930 -2.818 -0.733  0.326
H -3.909 -1.706 1.827  0.539
H -2.794 -3.033 1.552  0.235
H -2.188 -1.374 1.599  0.222
H -5.133 -0.792 -0.215  0.331
H -6.503 -3.034 -0.483  0.428
H -5.008 -3.830 0.038  0.320
H -5.818 -2.674 1.094  0.349
H -6.026 -1.884 -2.371  0.454
H -4.626 -0.845 -2.588  0.235
H -4.402 -2.596 -2.571  0.308
C -1.042 3.647 -2.733  -0.281
Br -1.002 1.739 -2.908  0.136
Br 0.756 4.328 -2.794  0.085
Br -2.204 4.484 -4.015  -0.041
H -1.441 3.873 -1.755  0.203
C 1.775 -1.571 5.075  0.317
Br 0.037 -2.042 5.736  0.008
Br 2.539 -2.995 4.025  -0.007
Br 1.748 0.098 4.122  -0.030
H 2.423 -1.437 5.930  -0.305
C -5.518 3.484 -1.115  -0.335
Br -5.869 5.370 -1.217  -0.035
Br -5.615 2.650 -2.841  -0.026
Br -3.835 3.127 -0.249  -0.035
H -6.286 3.044 -0.496  0.387
C 3.083 7.656 -2.583  -0.343
Br 4.211 6.094 -2.521  -0.029
Br 2.251 7.934 -0.873  -0.005
Br 4.057 9.199 -3.181  -0.035
H 2.294 7.469 -3.298  0.355
C 4.343 0.911 -3.314  0.836
Br 4.315 2.836 -3.319  0.000
Br 4.153 0.198 -5.087  -0.036
Br 5.912 0.230 -2.434  -0.060
H 3.488 0.584 -2.742  -0.840
C 3.147 -1.756 9.071  -0.340
Br 2.306 -0.032 8.953  0.010
Br 1.852 -3.174 9.011  0.008
Br 4.490 -1.974 7.707  -0.019
H 3.652 -1.813 10.024  0.338
C 4.402 5.474 1.083  0.476
Br 5.615 6.394 2.257  -0.032
Br 5.128 3.809 0.458  0.028
Br 2.676 5.232 1.893  -0.009
H 4.256 6.101 0.215  -0.475

=====

The following is a DFT calculation (wB97M-V/def2-TZVPD) of a 2-piece molecular cluster, C18H27BrN4O2 overall at a distorted geometry.

Properties
HOMO energy	-4.76	eV
total charge	0

Last column: Mulliken charge in e.
Cartesian coordinates (Å):
C -0.018 4.440 -1.178  -1.061
C 0.993 3.167 -1.027  0.351
O 1.206 2.662 -2.367  -0.445
C 0.988 1.209 -2.428  0.036
C -0.385 0.832 -3.179  -0.807
C -1.671 0.790 -2.208  -0.212
C -2.179 -0.694 -1.862  -0.704
C -3.044 -0.763 -0.506  -0.585
C -2.051 -0.553 0.756  0.213
C -2.515 0.061 2.100  -0.444
C -1.549 0.210 3.311  -0.153
Br -2.024 0.928 5.078  -0.113
C -0.088 -0.285 2.969  1.056
C 1.034 -0.161 4.110  -1.082
N 1.462 1.270 4.341  -0.583
N 0.100 -0.775 1.645  0.899
C 1.527 -1.191 1.361  -0.164
C 2.465 -0.025 1.029  0.145
C 3.947 -0.432 0.677  -0.568
C 4.140 -1.979 0.741  -0.333
C 3.067 -3.006 1.140  -0.249
N 1.749 -2.580 1.449  -0.558
N -0.706 -0.948 0.610  -0.596
H -0.132 4.663 -2.302  0.268
H 0.351 5.361 -0.606  0.310
H -1.023 4.132 -0.730  0.230
H 1.971 3.528 -0.521  0.298
H 0.465 2.431 -0.330  -0.170
H 1.838 0.812 -3.102  0.326
H 1.115 0.696 -1.414  -0.135
H -0.534 1.640 -3.990  0.355
H -0.210 -0.159 -3.736  0.395
H -2.512 1.355 -2.744  0.402
H -1.410 1.399 -1.269  -0.009
H -2.886 -1.043 -2.709  0.385
H -1.309 -1.454 -1.857  0.220
H -3.544 -1.801 -0.407  0.384
H -3.842 0.072 -0.481  0.310
H -3.610 0.384 2.200  0.354
H 0.499 -0.475 5.090  0.449
H 1.907 -0.880 3.990  0.375
H 2.182 1.238 5.087  0.276
H 0.676 1.787 4.789  0.286
H 2.144 1.077 1.026  0.382
H 4.759 0.312 0.403  0.377
H 5.179 -2.392 0.467  0.304
H 3.281 -4.135 1.182  0.366
C -2.375 -4.123 -2.950  -0.318
O -2.848 -3.354 -3.924  -0.744
H -1.563 -4.834 -3.212  0.207
H -1.922 -3.607 -2.069  -0.096
H -3.092 -4.804 -2.445  0.170

=====

Record order is preserved below.
LUMO level: 0.5 0.6 -0.3 -2.4 eV